Molecular formula: C5H8O2
Method: DFT, ωB97M-V/def2-TZVPD

For the HOMO energy, the calculation gives -10.15 eV. The calculation puts the energy at -9408.354 eV.

Geometry as XYZ:
```
15
Properties=species:S:1:pos:R:3:forces:R:3:lowdin_charge:R:1
C 1.45314 -0.13395 0.11051 0.12 -0.41 -0.38 0.00
C -0.00484 0.12969 0.37272 0.15 0.25 -0.48 -0.52
O -0.62785 -1.14184 0.54827 0.07 -0.24 -0.37 0.01
C -0.56931 -1.90124 -0.58949 -0.77 -0.10 -0.18 -0.33
O -0.84194 -1.53319 -1.70021 0.39 -0.23 0.75 0.09
C -0.70786 1.14716 -0.46722 -0.02 -0.10 -0.22 -0.07
C -0.62253 1.32258 1.02560 0.11 -0.18 0.28 -0.05
H 2.02225 0.77626 -0.12828 -0.19 -0.39 0.00 0.10
H 1.41297 -0.83898 -0.75943 0.68 0.89 0.40 0.09
H 1.94254 -0.69403 0.91593 -0.14 0.32 0.07 0.09
H -0.26103 -2.93218 -0.34214 -0.25 0.13 -0.01 0.15
H -0.06598 1.75175 -1.10622 -0.26 -0.07 0.14 0.11
H -1.64348 0.82061 -0.90559 0.08 0.25 0.10 0.11
H 0.04031 2.08543 1.42643 -0.12 -0.18 -0.04 0.11
H -1.52639 1.14194 1.59911 0.14 0.06 -0.06 0.11
```
Forces are in eV/Å.

---

Molecular formula: C6H11NO
Method: DFT, ωB97M-V/def2-TZVPD

For the HOMO energy, the calculation gives -9.02 eV. The calculation puts the energy at -9936.237 eV.

Geometry as XYZ:
```
19
Properties=species:S:1:pos:R:3:forces:R:3:lowdin_charge:R:1
C -0.61157 -2.05592 -0.44426 0.00 0.28 0.31 0.08
C -0.39714 -1.01383 0.34955 3.46 2.17 2.08 -0.20
C 0.91730 -0.72633 1.26396 -0.34 -3.03 0.23 -0.20
C 2.09409 -0.16371 0.48385 0.05 0.05 -0.20 -0.10
C -0.90050 0.36864 0.34722 -3.99 0.92 -0.30 -0.36
O -1.07361 1.06690 1.35940 0.93 -1.39 -1.98 0.06
C -1.48877 0.89023 -1.00402 1.06 0.68 0.78 -0.20
N -1.14328 2.29939 -1.17049 -0.19 0.29 0.05 -0.01
H -0.03377 -2.96867 -0.31486 -0.04 0.18 -0.09 0.07
H -1.35301 -2.03854 -1.23696 -0.13 -0.06 0.25 0.07
H 0.78173 -0.16847 2.19627 -0.74 0.22 -0.63 0.10
H 1.19215 -1.71237 1.65587 0.33 -0.12 -0.20 0.10
H 2.98960 -0.17883 1.11337 -0.14 0.08 -0.05 0.08
H 2.31829 -0.76038 -0.40519 -0.10 0.09 0.05 0.08
H 1.92246 0.87297 0.17949 0.01 -0.05 -0.05 0.07
H -1.12281 0.32862 -1.86367 -0.02 -0.07 0.12 0.11
H -2.57413 0.77901 -0.93982 0.03 -0.03 0.00 0.12
H -1.38387 2.78735 -0.30357 0.07 -0.16 -0.33 0.07
H -0.13315 2.39395 -1.26613 -0.23 -0.04 -0.05 0.06
```
Forces are in eV/Å.

---

Molecular formula: C5H7NO
Method: DFT, ωB97M-V/def2-TZVPD

For the HOMO energy, the calculation gives -7.96 eV. The calculation puts the energy at -8835.360 eV.

Geometry as XYZ:
```
14
Properties=species:S:1:pos:R:3:forces:R:3:lowdin_charge:R:1
C 0.92087 -1.41966 -0.71155 -0.01 -0.07 -0.02 -0.05
C 0.39357 -0.36860 0.21249 0.00 -0.02 0.14 -0.23
C 0.80104 -0.10978 1.47782 0.01 -0.19 -0.08 -0.10
O 0.17962 0.97071 1.99406 -0.04 -0.03 -0.01 -0.01
C -0.67805 1.42013 1.02858 -0.18 -0.01 -0.14 -0.08
C -0.62389 0.61293 -0.06456 0.07 0.04 0.23 -0.29
N -1.46578 0.57473 -1.18182 0.04 0.14 -0.16 0.10
H 1.70662 -2.00039 -0.21794 -0.15 0.06 -0.08 0.08
H 1.37016 -0.96891 -1.60696 -0.11 -0.08 0.14 0.08
H 0.13750 -2.11041 -1.04033 0.07 0.08 0.03 0.08
H 1.43567 -0.67162 2.14429 0.18 0.22 -0.07 0.13
H -1.25043 2.29965 1.27910 0.00 -0.14 -0.06 0.12
H -0.99825 0.32638 -2.04282 0.00 0.07 0.07 0.08
H -2.03372 1.40104 -1.30692 0.10 -0.05 0.00 0.09
```
Forces are in eV/Å.

---

Molecular formula: C7H10
Method: DFT, ωB97M-V/def2-TZVPD

Its spin multiplicity is 3. For the HOMO energy (alpha / beta), the calculation gives -5.25 / -9.52 eV. As for the expectation value of S²: 2.009. The calculation puts the energy at -7413.053 eV.

Geometry as XYZ:
```
17
Properties=species:S:1:pos:R:3:forces:R:3:lowdin_charge:R:1
C 0.00382 -0.80816 0.93737 1.47 -2.10 4.04 -0.03
C -1.05161 -0.03617 0.90946 -0.85 -0.24 -1.90 -0.34
C 0.38293 -1.53489 -0.21429 -0.80 2.58 -2.47 -0.22
C -0.81780 -0.05112 -0.54792 1.07 0.62 0.09 -0.03
C -1.99337 0.68932 1.76062 0.36 1.48 1.17 -0.06
C 1.71569 -1.37000 -0.89672 -0.80 1.67 2.08 -0.09
C -0.10369 1.21167 -1.14205 -2.65 -2.01 -3.17 -0.08
H -0.17185 -2.36037 -0.57671 -0.84 -0.76 0.19 0.10
H -2.32758 0.11108 2.67211 0.47 0.59 -1.08 0.09
H -2.88111 0.94710 1.13211 0.66 0.14 0.77 0.09
H -1.41225 1.63955 2.13611 -1.53 -1.40 -0.56 0.12
H 2.10801 -0.47035 -0.30942 0.49 -1.27 -1.35 0.11
H 1.46364 -1.11224 -1.91880 0.59 0.04 -0.36 0.06
H 2.29978 -2.27448 -0.81495 0.46 -0.01 -0.08 0.07
H 0.13582 1.95354 -0.41190 1.06 0.10 0.46 0.06
H -0.83752 1.73730 -1.83912 0.53 -0.52 0.90 0.08
H 0.57721 0.77760 -1.92760 0.32 1.10 1.26 0.07
```
Forces are in eV/Å.

---

In kJ/mol, the energy relative to the best compared isomer or geometry (same formula, charge and spin) values for the records above are, in order, 142.6 213.9 81.3 224.4.